1.
{
  "formula": "C16H15BrMoN5O2S",
  "method": "ωB97M-V with the def2-TZVPD basis set",
  "total_charge": 3,
  "homo_energy_ev": -18.2,
  "symbols": ["Mo", "O", "C", "C", "C", "N", "C", "Br", "C", "H", "H", "H", "H", "C", "C", "C", "C", "N", "C", "S", "N", "H", "H", "H", "H", "H", "N", "C", "O", "C", "C", "C", "C", "N", "C", "H", "H", "H", "H", "H", "H"],
  "xyz": [[-0.0547, -0.5134, -0.4642], [-2.6614, -2.9595, 3.7083], [-1.8342, -2.2348, 3.0115], [-0.8578, -1.3776, 3.6119], [-0.0025, -0.6314, 2.8525], [-0.1245, -0.7621, 1.5031], [-1.0298, -1.5504, 0.9555], [-1.1626, -1.7193, -2.0887], [-1.9421, -2.3251, 1.6046], [-2.5785, -2.8730, 4.6716], [-0.7990, -1.3111, 4.6921], [0.7465, 0.0396, 3.2483], [-2.6834, -2.9519, 1.1295], [-2.7174, 5.9898, -1.6365], [-2.9392, 4.5260, -1.5649], [-4.1702, 3.9040, -1.7996], [-4.2796, 2.5291, -1.7099], [-3.2051, 1.7603, -1.3906], [-2.1711, 2.4964, -1.2226], [-0.5393, 1.4847, -0.8986], [-1.8676, 3.7386, -1.2523], [-3.6377, 6.5176, -1.8712], [-1.9703, 6.2113, -2.4007], [-2.3241, 6.3514, -0.6853], [-5.0388, 4.4981, -2.0486], [-5.2117, 2.0079, -1.8831], [4.0297, -4.1851, 1.1476], [4.6411, -3.3646, 0.2748], [5.8045, -3.4171, -0.0271], [3.8116, -2.2546, -0.3864], [4.4975, -1.5026, -1.3514], [3.8624, -0.4713, -2.0306], [2.5567, -0.1861, -1.7281], [1.8817, -0.8970, -0.7755], [2.5081, -1.9274, -0.1197], [4.5894, -4.9209, 1.5556], [3.0418, -4.2086, 1.3117], [5.5335, -1.7664, -1.5399], [4.3746, 0.1086, -2.7863], [2.0126, 0.6044, -2.2282], [1.9110, -2.4562, 0.6113]]
}

2.
{
  "formula": "C8H13N2S",
  "method": "ωB97M-V with the def2-TZVPD basis set",
  "total_charge": 1,
  "homo_energy_ev": -12.0,
  "symbols": ["C", "C", "C", "C", "C", "C", "C", "C", "N", "N", "S", "H", "H", "H", "H", "H", "H", "H", "H", "H", "H", "H", "H", "H"],
  "xyz": [[-2.0284, -2.2471, 0.6995], [-0.3399, -0.7353, 0.1830], [-0.8282, -1.6666, 1.1349], [-1.2738, -0.5167, -0.8839], [-1.0992, 0.4065, -2.0384], [1.1994, 0.4752, -1.2743], [0.7652, 0.2118, 0.1634], [-0.3363, -2.1030, 2.5607], [0.2069, 1.5966, 0.5678], [0.1481, 1.2309, -1.8043], [-2.6631, -1.5138, -0.7656], [-2.4293, -3.1321, 1.2831], [-0.8504, -0.3060, -2.7817], [-1.9969, 0.9845, -2.0128], [2.1017, 0.9646, -1.1896], [1.2781, -0.5755, -1.8819], [1.5741, -0.1760, 0.8060], [-0.0478, -1.2428, 3.1054], [-1.1637, -2.5222, 3.0826], [0.5141, -2.7020, 2.4482], [0.9906, 2.2357, 0.9009], [-0.5990, 1.5144, 1.1543], [0.2757, 1.7804, -2.6102], [0.0023, 1.7461, -0.6353]]
}

HOMO-LUMO gap / hartree: 0.2004 0.3371
LUMO energy / eV: -12.7463 -2.8383